(1)
43
Properties=species:S:1:pos:R:3 method="wB97M-V/def2-TZVPD" homo_ev=-12.43 fmax_ha_per_bohr=0.016 charge=+1 energy_ev=-34977.4721 de_lowest_kj_mol=0.0 spin_multiplicity=1
C 2.35 -1.01 -1.58
C 2.81 -1.92 -0.72
C 2.40 -1.85 0.72
O 1.47 -2.44 1.20
O 3.22 -1.03 1.40
C 2.58 -0.27 2.44
C 1.46 0.60 1.89
C 1.97 1.85 1.17
C 0.87 2.75 0.58
C -0.54 2.64 1.18
C -1.41 1.56 0.48
Si -2.31 0.42 1.71
C -3.14 -1.01 0.81
C -2.15 -1.80 -0.07
C -2.04 -1.21 -1.49
I -2.09 -2.77 -2.98
H 2.80 -0.90 -2.56
H 1.53 -0.35 -1.31
H 3.47 -2.71 -1.04
H 3.36 0.37 2.85
H 2.20 -0.90 3.24
H 0.81 0.85 2.72
H 0.85 0.03 1.18
H 2.61 2.41 1.85
H 2.58 1.50 0.34
H 1.19 3.79 0.66
H 0.79 2.55 -0.49
H -0.53 2.49 2.26
H -1.02 3.60 1.01
H -0.78 0.91 -0.13
H -2.18 2.01 -0.15
H -1.27 -0.17 2.58
H -3.24 1.19 2.56
H -3.99 -0.68 0.20
H -3.53 -1.69 1.57
H -2.48 -2.83 -0.15
H -1.16 -1.83 0.39
H -1.09 -0.71 -1.65
H -2.86 -0.53 -1.70
O -0.96 -0.68 -5.44
H -1.64 -1.13 -4.86
H -0.19 -1.27 -5.58
H -0.69 0.18 -5.08


(2)
10
Properties=species:S:1:pos:R:3 method="wB97M-V/def2-TZVPD" smiles=Sc1[nH]cnc1Cl homo_ev=-8.47 fmax_ha_per_bohr=0.097 charge=0 energy_ev=-29496.3229 de_lowest_kj_mol=96.2 spin_multiplicity=1
C -0.57 0.37 -0.07
C 1.46 -0.80 -0.07
C -0.71 -1.00 0.13
H -1.17 2.71 0.22
H 1.30 1.27 0.08
H 2.49 -1.06 -0.09
N 0.85 0.45 -0.22
N 0.50 -1.74 0.12
S -1.76 1.57 -0.01
Cl -2.39 -1.76 -0.09


(3)
57
Properties=species:S:1:pos:R:3 method="wB97M-V/def2-TZVPD" homo_ev=-8.58 fmax_ha_per_bohr=0.039 charge=0 energy_ev=-35795.4442 de_lowest_kj_mol=0.0 spin_multiplicity=1
O 3.78 -5.20 -2.83
O -0.41 3.61 0.80
O 0.70 -1.73 -1.49
O -1.60 2.20 1.99
O -7.69 4.34 1.20
O -4.15 2.39 2.08
C 2.83 -5.52 -2.14
C -1.50 3.25 1.29
C 1.63 -2.35 -1.97
C 1.34 0.53 0.93
N 1.73 1.74 1.23
N 1.94 -2.15 -3.26
N 2.13 -0.49 0.65
N 2.23 -4.74 -1.23
N 0.06 0.33 0.90
C 2.27 -6.92 -2.25
C 3.05 -2.65 -4.06
C -3.70 4.46 3.21
C -6.55 3.99 1.99
C -2.79 3.98 0.89
C 3.60 -0.59 0.67
C -5.27 4.33 1.21
C 4.15 -1.36 -0.55
C -3.98 3.78 1.86
C 3.84 -2.88 -0.64
C 2.39 -3.28 -1.00
H -7.66 5.28 0.98
H -3.23 2.03 2.22
H 2.69 1.98 1.24
H 1.00 2.47 1.25
H 1.30 -1.53 -3.72
H 1.62 -1.28 0.30
H 1.50 -5.19 -0.71
H -0.33 -0.50 0.50
H -0.55 1.08 1.23
H 2.35 -7.43 -1.29
H 2.85 -7.47 -3.00
H 1.23 -6.88 -2.57
H 3.25 -1.96 -4.88
H 3.96 -2.75 -3.47
H 2.79 -3.62 -4.48
H -4.51 4.26 3.91
H -3.60 5.54 3.08
H -2.77 4.08 3.65
H -6.59 2.91 2.21
H -6.57 4.53 2.94
H -3.08 3.62 -0.10
H -2.58 5.05 0.81
H 4.03 0.41 0.66
H 3.91 -1.10 1.58
H -5.37 3.90 0.21
H -5.19 5.41 1.10
H 3.83 -0.86 -1.46
H 5.24 -1.27 -0.51
H 4.12 -3.35 0.30
H 4.51 -3.28 -1.40
H 1.85 -3.13 -0.06


(4)
19
Properties=species:S:1:pos:R:3 method="wB97M-V/def2-TZVPD" smiles="CN(C)CC(=O)O.O" homo_ev=-8.77 fmax_ha_per_bohr=0.033 charge=0 energy_ev=-11958.3391 de_lowest_kj_mol=170.8 spin_multiplicity=1
C 1.52 -1.28 -0.46
N 0.46 -0.86 0.43
C 0.30 -1.72 1.63
C -0.78 -0.70 -0.31
C -0.68 0.60 -1.09
O -0.80 0.38 -2.40
O -0.67 1.69 -0.58
H 1.22 -1.76 -1.39
H 2.26 -1.94 0.01
H 2.18 -0.45 -0.74
H 1.12 -2.43 1.73
H 0.34 -1.06 2.49
H -0.68 -2.20 1.54
H -1.56 -0.48 0.42
H -0.93 -1.53 -1.00
H -0.78 1.06 -3.08
H -0.40 2.13 2.38
H 0.36 1.62 1.24
O 0.49 1.79 2.20


(5)
93
Properties=species:S:1:pos:R:3 method="wB97M-V/def2-TZVPD" homo_ev="-4.53 / -5.65" fmax_ha_per_bohr=0.056 charge=-1 energy_ev=-98334.1613 de_lowest_kj_mol=77.6 spin_multiplicity=2
Pb 9.56 12.31 12.34
C 9.51 14.01 10.09
C 8.81 12.99 9.43
C 7.55 12.79 10.00
C 7.42 13.75 11.02
C 8.63 14.48 11.13
H 10.46 14.44 9.76
H 9.21 12.40 8.57
H 6.86 11.94 9.83
H 6.63 13.90 11.79
H 8.79 15.28 11.85
C 8.51 8.45 10.73
C 8.79 7.17 9.99
C 9.42 6.08 10.80
O 9.50 7.40 8.69
P 10.85 8.16 8.42
O 12.03 7.65 9.12
C 10.68 9.97 8.67
P 11.92 10.87 9.67
O 11.59 10.94 11.12
O 13.35 10.24 9.34
C 14.25 9.84 10.36
C 15.11 8.73 9.71
C 15.09 11.08 10.77
O 11.88 12.35 9.04
C 12.43 12.88 7.84
C 11.18 13.23 6.92
C 13.46 12.06 7.13
O 10.92 8.11 6.78
C 9.83 7.95 5.83
C 8.68 8.96 6.06
C 9.40 6.47 5.83
H 7.89 8.26 11.65
H 7.84 9.10 10.16
H 9.35 9.07 10.99
H 7.80 6.88 9.65
H 10.49 6.15 11.04
H 9.36 5.13 10.29
H 8.98 5.95 11.78
H 9.67 10.18 9.09
H 10.60 10.55 7.68
H 13.70 9.47 11.22
H 15.58 9.06 8.78
H 14.49 7.91 9.39
H 15.90 8.30 10.34
H 15.71 11.24 9.90
H 15.81 10.87 11.67
H 14.51 11.96 11.00
H 12.91 13.83 8.09
H 10.69 12.29 6.56
H 11.57 13.73 5.98
H 10.49 13.85 7.52
H 13.28 11.02 6.80
H 14.40 12.01 7.76
H 13.71 12.61 6.26
H 10.24 8.15 4.84
H 8.29 8.97 7.02
H 7.80 8.75 5.42
H 9.16 9.95 5.79
H 8.84 6.31 6.76
H 10.34 5.92 5.77
H 8.76 6.23 5.03
C 10.74 9.22 15.93
Si 11.36 9.71 14.21
C 13.23 10.34 14.32
C 11.25 8.21 13.04
H 11.60 8.81 16.45
H 9.88 8.52 15.93
H 10.30 10.07 16.46
H 13.96 9.73 13.73
H 13.55 10.38 15.43
H 13.25 11.35 13.85
H 11.96 7.41 13.37
H 11.47 8.36 11.99
H 10.21 7.75 13.03
F 14.53 15.25 15.03
C 13.37 14.74 14.52
C 13.23 14.70 13.19
C 12.05 14.09 12.69
C 11.09 13.50 13.49
C 11.32 13.52 14.89
C 12.48 14.09 15.43
H 14.00 15.10 12.52
H 11.91 14.16 11.60
H 10.58 13.04 15.53
H 12.82 14.07 16.45
F 7.59 9.51 14.56
Sb 6.63 8.02 15.34
F 5.73 7.70 13.69
F 5.14 9.04 15.69
F 5.87 6.48 16.11
F 7.63 8.39 16.93
F 8.05 6.85 14.68


(6)
9
Properties=species:S:1:pos:R:3 method="wB97M-V/def2-TZVPD" smiles="O=[Si](O)O.S" homo_ev=-9.00 fmax_ha_per_bohr=0.050 charge=0 energy_ev=-24922.6518 de_lowest_kj_mol=216.9 spin_multiplicity=1
O 0.00 0.83 0.11
O 1.24 -1.66 0.65
O 2.68 0.36 -0.34
Si 1.18 -0.13 0.11
S -3.11 0.09 0.33
H -2.42 1.16 -0.09
H 1.91 -2.25 0.39
H 2.92 1.01 -1.01
H -4.39 0.57 -0.15


(7)
74
Properties=species:S:1:pos:R:3 method="wB97M-V/def2-TZVPD" homo_ev="-6.79 / -6.76" fmax_ha_per_bohr=0.018 charge=0 energy_ev=-139349.1100 de_lowest_kj_mol=95.5 spin_multiplicity=1
Rh 0.04 1.12 -0.04
C -0.27 0.00 -6.47
C -1.11 1.13 -6.47
C -1.32 1.86 -5.31
C -0.67 1.44 -4.16
C -0.67 1.96 -2.80
N -1.30 3.07 -2.42
C -1.38 3.47 -1.17
C -1.92 4.76 -0.74
C -2.35 5.86 -1.46
C -2.79 6.96 -0.74
C -2.80 6.95 0.66
C -2.38 5.85 1.38
C -1.94 4.75 0.65
C -1.41 3.45 1.08
N -1.34 3.04 2.33
C -0.72 1.95 2.71
N 0.09 1.15 1.95
C 0.62 0.16 2.71
N 1.54 -0.72 2.34
C 1.92 -0.88 1.09
N 1.29 -0.43 -0.05
C 1.93 -0.89 -1.15
N 1.55 -0.72 -2.42
C 0.66 0.18 -2.80
N 0.13 1.18 -2.04
C 0.16 0.33 -4.16
C 0.38 -0.41 -5.32
C 3.06 -1.70 -0.73
C 4.06 -2.34 -1.45
C 5.06 -2.97 -0.73
C 5.07 -2.95 0.67
C 4.08 -2.31 1.39
C 3.07 -1.68 0.66
C 0.13 0.31 4.08
C 0.37 -0.40 5.24
C -0.26 0.03 6.40
C -1.10 1.15 6.40
C -1.34 1.87 5.24
C -0.71 1.43 4.08
N -1.09 2.75 -0.04
H -0.14 -0.55 -7.39
H -1.60 1.42 -7.38
H -1.96 2.73 -5.30
H -2.34 5.86 -2.54
H -3.13 7.84 -1.26
H -3.15 7.83 1.19
H -2.38 5.83 2.46
H 1.02 -1.28 -5.31
H 4.05 -2.34 -2.53
H 5.86 -3.47 -1.26
H 5.88 -3.44 1.20
H 4.08 -2.28 2.47
H 1.01 -1.27 5.24
H -0.11 -0.51 7.33
H -1.58 1.45 7.32
H -1.99 2.73 5.23
N -5.73 1.65 -0.77
C -4.79 0.98 -0.85
N -3.76 0.17 -1.00
C -2.61 0.15 -0.51
N -1.52 -0.06 -0.09
Br -1.91 -6.63 -1.26
C -0.35 -6.32 -0.24
C 0.53 -7.38 -0.09
C 1.70 -7.22 0.64
C 1.98 -5.99 1.22
C 1.10 -4.93 1.07
C -0.08 -5.09 0.34
I -1.33 -3.44 0.16
H 0.30 -8.34 -0.55
H 2.38 -8.05 0.75
H 2.89 -5.85 1.79
H 1.31 -3.98 1.52


(8)
111
Properties=species:S:1:pos:R:3 method="wB97M-V/def2-TZVPD" smiles="CCCc1cc(CCO)c2c(c1)N(CCC(F)(F)C(F)(F)C(F)(F)C(F)(F)F)c1cc(Cc3cccc(C)c3)c(P(=O)(O)O)c(B(O)CC)c1S2.c1ccccc1.c1ccccc1" homo_ev=-7.90 fmax_ha_per_bohr=0.125 charge=0 energy_ev=-104398.0847 de_lowest_kj_mol=3526.0 spin_multiplicity=1
C 9.76 -2.08 1.84
C 8.25 -2.73 1.69
C 7.03 -1.64 1.73
C 5.96 -2.00 0.50
C 5.53 -3.56 0.10
C 4.46 -3.87 -1.12
C 4.08 -5.43 -1.43
C 4.38 -6.44 -0.13
O 3.92 -7.78 -0.53
C 3.85 -2.59 -1.96
C 4.24 -0.99 -1.65
C 5.29 -0.77 -0.39
N 3.64 0.09 -2.51
C 4.22 1.46 -2.27
C 5.68 1.47 -3.09
C 6.80 2.46 -2.42
F 7.98 2.45 -3.37
F 7.33 1.85 -1.16
C 6.36 4.03 -2.28
F 5.12 4.39 -3.06
F 7.45 4.87 -2.90
C 6.19 4.58 -0.75
F 5.32 5.82 -0.85
F 5.43 3.66 0.16
C 7.57 5.07 -0.02
F 8.77 4.28 -0.34
F 7.35 4.94 1.47
F 7.91 6.50 -0.24
C 2.13 0.07 -2.55
C 1.10 1.30 -2.18
C -0.56 1.16 -2.30
C -1.39 2.55 -1.91
C -2.45 2.36 -0.67
C -3.70 3.46 -0.61
C -4.91 3.44 0.50
C -4.87 2.27 1.65
C -3.64 1.15 1.61
C -3.73 -0.02 2.80
C -2.42 1.18 0.47
C -1.31 -0.25 -2.80
P -3.21 -0.39 -2.97
O -3.94 1.02 -3.19
O -3.99 -1.07 -1.52
O -3.73 -1.39 -4.34
C -0.26 -1.51 -3.12
B -0.80 -3.03 -3.58
O -0.91 -4.02 -2.46
C -1.16 -3.44 -5.14
C -2.34 -4.59 -5.11
C 1.39 -1.36 -3.01
S 2.58 -2.81 -3.37
H 10.45 -2.97 2.24
H 10.23 -1.78 0.78
H 9.84 -1.22 2.63
H 8.17 -3.58 2.51
H 8.25 -3.30 0.64
H 7.47 -0.56 1.48
H 6.50 -1.54 2.77
H 6.06 -4.40 0.76
H 2.92 -5.45 -1.71
H 4.72 -5.86 -2.32
H 5.55 -6.48 0.00
H 3.90 -6.06 0.86
H 3.08 -7.61 -1.07
H 5.60 0.32 -0.08
H 3.61 2.35 -2.76
H 4.34 1.74 -1.14
H 6.07 0.37 -3.30
H 5.43 1.92 -4.16
H 1.57 2.32 -1.81
H -0.63 3.40 -1.57
H -2.01 2.87 -2.86
H -3.76 4.30 -1.45
H -5.76 4.26 0.41
H -5.75 2.26 2.43
H -4.86 -0.42 2.72
H -3.58 0.51 3.83
H -2.94 -0.85 2.54
H -1.58 0.36 0.47
H -3.41 -1.78 -1.12
H -3.30 -1.07 -5.18
H -0.01 -4.17 -2.04
H -1.47 -2.45 -5.69
H -0.19 -3.94 -5.60
H -2.88 -4.66 -4.07
H -3.17 -4.30 -5.90
H -1.82 -5.63 -5.35
C -8.74 3.73 6.14
C -8.30 5.03 5.95
C -7.01 5.27 5.46
C -6.17 4.20 5.16
C -6.62 2.89 5.35
C -7.90 2.65 5.84
H -9.74 3.54 6.52
H -8.95 5.87 6.18
H -6.66 6.29 5.32
H -5.17 4.38 4.78
H -5.97 2.05 5.11
H -8.25 1.63 5.99
C -8.04 -1.47 1.82
C -8.09 -0.08 1.71
C -8.79 0.67 2.65
C -9.45 0.03 3.70
C -9.40 -1.36 3.82
C -8.70 -2.11 2.87
H -7.49 -2.05 1.08
H -7.57 0.42 0.89
H -8.84 1.75 2.56
H -9.99 0.62 4.44
H -9.90 -1.85 4.64
H -8.66 -3.19 2.96